{"formula": "C17H53BrNO22P6", "method": "the ωB97M-V functional and the def2-TZVPD basis", "species": ["N", "C", "O", "P", "O", "C", "Br", "H", "H", "H", "H", "H", "H", "H", "H", "C", "O", "P", "O", "O", "C", "O", "C", "H", "H", "H", "H", "H", "H", "H", "H", "H", "C", "O", "P", "O", "O", "C", "O", "C", "H", "H", "H", "H", "H", "H", "H", "H", "H", "C", "O", "P", "O", "O", "C", "O", "C", "H", "H", "H", "H", "H", "H", "H", "H", "H", "C", "O", "P", "O", "O", "C", "O", "C", "H", "H", "H", "H", "H", "H", "H", "H", "H", "C", "O", "P", "O", "O", "C", "O", "C", "H", "H", "H", "H", "H", "H", "H", "H", "H"], "positions_angstrom": [[2.66, -1.05, -1.59], [2.30, -1.91, -0.42], [2.49, -3.25, -0.63], [4.04, -3.78, 0.08], [3.66, -2.64, 1.41], [3.25, -1.51, 0.76], [2.50, -0.09, 1.94], [3.05, -0.19, -1.22], [3.38, -1.52, -2.12], [1.25, -1.67, -0.25], [4.26, -4.69, -1.03], [4.64, -2.74, -0.76], [5.38, -3.97, 0.58], [3.47, -4.89, 0.77], [4.19, -1.04, 0.46], [1.65, -0.08, -4.25], [1.02, 0.98, -5.04], [1.41, 2.52, -4.72], [0.54, 2.77, -3.54], [0.78, 3.07, -6.11], [-0.51, 2.65, -6.51], [2.42, 3.80, -4.64], [1.84, 5.02, -4.19], [1.38, -1.03, -4.70], [2.73, 0.03, -4.26], [1.28, -0.06, -3.23], [-1.17, 2.51, -5.66], [-0.44, 1.71, -7.07], [-0.93, 3.41, -7.17], [1.76, 5.03, -3.11], [0.86, 5.18, -4.64], [2.51, 5.82, -4.51], [2.03, -2.48, 5.05], [1.05, -1.95, 5.98], [1.48, -0.70, 6.90], [2.31, -1.24, 8.00], [-0.03, -0.36, 7.34], [-0.84, -1.37, 7.94], [1.86, 0.83, 6.67], [2.17, 1.57, 7.85], [1.53, -3.20, 4.41], [2.44, -1.68, 4.42], [2.83, -2.98, 5.59], [-0.24, -2.02, 8.59], [-1.33, -1.96, 7.17], [-1.60, -0.88, 8.54], [3.19, 1.37, 8.17], [1.47, 1.34, 8.65], [2.07, 2.62, 7.58], [-5.01, -0.55, 12.17], [-5.82, -1.39, 11.32], [-5.51, -1.36, 9.73], [-6.12, -0.13, 9.21], [-6.37, -2.69, 9.43], [-7.73, -2.77, 9.84], [-4.31, -1.80, 8.79], [-4.50, -1.58, 7.38], [-5.25, -0.81, 13.20], [-3.95, -0.72, 12.00], [-5.25, 0.50, 12.00], [-8.22, -1.80, 9.73], [-7.80, -3.11, 10.87], [-8.22, -3.49, 9.19], [-4.30, -0.54, 7.14], [-5.51, -1.85, 7.08], [-3.78, -2.21, 6.86], [5.02, 2.58, -5.71], [4.97, 1.56, -6.74], [6.35, 0.96, -7.29], [6.90, 1.96, -8.23], [5.65, -0.29, -8.02], [4.60, -0.07, -8.96], [7.55, 0.08, -6.72], [8.60, -0.22, -7.65], [4.01, 2.75, -5.36], [5.63, 2.25, -4.87], [5.42, 3.51, -6.12], [4.78, 0.83, -9.55], [3.64, 0.01, -8.44], [4.57, -0.93, -9.62], [9.28, 0.63, -7.73], [8.20, -0.48, -8.62], [9.14, -1.07, -7.23], [-3.30, 2.33, -3.71], [-4.74, 2.23, -3.88], [-5.35, 0.78, -4.23], [-5.11, 0.57, -5.67], [-6.86, 1.21, -3.89], [-7.44, 2.34, -4.52], [-5.48, -0.63, -3.52], [-6.14, -1.65, -4.26], [-3.08, 3.32, -3.32], [-2.94, 1.59, -3.00], [-2.81, 2.20, -4.66], [-7.11, 2.43, -5.56], [-7.20, 3.25, -3.97], [-8.52, 2.21, -4.51], [-5.45, -2.09, -4.98], [-7.02, -1.27, -4.77], [-6.44, -2.41, -3.54]], "charge": -1, "orbital_gap_ev": 5.573, "multiplicity": 1, "lumo_energy_ha": 0.0307, "e_tot_ev": -190802.8683}


{"formula": "C46H122N8O15", "method": "the ωB97M-V functional and the def2-TZVPD basis", "species": ["C", "O", "C", "C", "C", "N", "H", "H", "H", "H", "H", "H", "H", "H", "H", "H", "H", "C", "O", "C", "C", "C", "N", "H", "H", "H", "H", "H", "H", "H", "H", "H", "H", "H", "C", "O", "C", "C", "C", "N", "H", "H", "H", "H", "H", "H", "H", "H", "H", "H", "H", "C", "O", "C", "C", "C", "N", "H", "H", "H", "H", "H", "H", "H", "H", "H", "H", "H", "C", "O", "C", "C", "N", "C", "C", "O", "C", "H", "H", "H", "H", "H", "H", "H", "H", "H", "H", "H", "H", "H", "H", "H", "C", "O", "C", "C", "N", "C", "C", "O", "C", "H", "H", "H", "H", "H", "H", "H", "H", "H", "H", "H", "H", "H", "H", "H", "C", "O", "C", "C", "N", "C", "C", "O", "C", "H", "H", "H", "H", "H", "H", "H", "H", "H", "H", "H", "H", "H", "H", "H", "C", "O", "C", "C", "N", "C", "C", "O", "C", "H", "H", "H", "H", "H", "H", "H", "H", "H", "H", "H", "H", "H", "H", "H", "C", "C", "O", "H", "H", "H", "H", "H", "H", "C", "C", "O", "H", "H", "H", "H", "H", "H", "C", "C", "O", "H", "H", "H", "H", "H", "H"], "positions_angstrom": [[-14.96, 2.94, 24.75], [-15.84, 3.99, 25.18], [-17.24, 3.58, 25.31], [-18.07, 4.65, 26.09], [-19.46, 4.22, 26.57], [-18.23, 5.88, 25.32], [-13.93, 3.28, 24.71], [-15.18, 2.48, 23.78], [-14.94, 2.17, 25.51], [-17.69, 3.26, 24.37], [-17.31, 2.70, 25.95], [-17.54, 5.00, 26.97], [-20.03, 3.87, 25.71], [-19.99, 5.05, 27.03], [-19.52, 3.44, 27.32], [-18.89, 5.72, 24.57], [-17.32, 5.93, 24.88], [-18.76, 6.43, 18.69], [-19.26, 7.68, 19.27], [-18.38, 8.62, 19.84], [-19.08, 10.02, 20.25], [-19.60, 10.86, 19.12], [-18.11, 10.81, 20.99], [-18.65, 5.71, 19.50], [-17.81, 6.49, 18.16], [-19.53, 6.24, 17.94], [-17.98, 8.26, 20.79], [-17.59, 8.90, 19.13], [-19.91, 9.74, 20.90], [-19.66, 11.91, 19.41], [-20.57, 10.48, 18.82], [-19.06, 10.86, 18.17], [-18.60, 11.24, 21.77], [-17.39, 10.19, 21.32], [-15.93, 6.11, 21.81], [-15.46, 7.40, 21.43], [-14.67, 7.28, 20.27], [-14.40, 8.70, 19.73], [-13.70, 8.69, 18.37], [-13.56, 9.38, 20.68], [-16.52, 6.26, 22.71], [-15.10, 5.42, 21.96], [-16.58, 5.77, 21.00], [-13.70, 6.79, 20.36], [-15.20, 6.71, 19.51], [-15.24, 9.39, 19.66], [-12.78, 8.11, 18.50], [-13.41, 9.70, 18.07], [-14.31, 8.20, 17.61], [-12.87, 8.76, 21.08], [-14.11, 9.62, 21.49], [-9.66, 3.83, 18.75], [-10.25, 3.18, 19.84], [-11.17, 2.11, 19.59], [-12.56, 2.58, 19.21], [-13.08, 3.64, 20.16], [-13.48, 1.45, 19.20], [-8.91, 3.21, 18.26], [-9.20, 4.69, 19.24], [-10.35, 4.29, 18.04], [-10.67, 1.43, 18.90], [-11.18, 1.58, 20.54], [-12.47, 3.05, 18.23], [-14.14, 3.86, 20.04], [-12.56, 4.59, 20.26], [-13.12, 3.17, 21.14], [-13.26, 0.70, 18.57], [-13.27, 1.09, 20.12], [-13.46, 5.72, 15.84], [-13.55, 7.05, 15.32], [-12.43, 7.59, 14.75], [-12.67, 8.87, 14.02], [-13.27, 9.83, 14.98], [-14.10, 10.90, 14.48], [-15.18, 11.24, 15.48], [-16.01, 10.11, 15.70], [-17.02, 10.43, 16.68], [-14.39, 5.45, 16.32], [-12.71, 5.70, 16.63], [-13.42, 5.00, 15.02], [-12.07, 6.91, 13.98], [-11.65, 7.76, 15.49], [-13.31, 8.60, 13.18], [-11.75, 9.20, 13.55], [-13.55, 9.44, 15.87], [-14.56, 10.53, 13.56], [-13.39, 11.69, 14.22], [-15.76, 12.00, 14.95], [-14.71, 11.60, 16.39], [-16.60, 10.51, 17.68], [-17.79, 9.66, 16.63], [-17.56, 11.35, 16.44], [-10.40, 8.04, 24.89], [-11.41, 8.16, 23.92], [-12.17, 6.99, 23.65], [-11.43, 6.10, 22.56], [-11.25, 6.67, 21.23], [-10.49, 7.93, 21.37], [-9.79, 8.19, 20.09], [-8.94, 7.16, 19.75], [-8.25, 7.37, 18.48], [-9.60, 7.38, 24.56], [-10.79, 7.45, 25.72], [-10.03, 9.01, 25.21], [-13.11, 7.25, 23.17], [-12.47, 6.47, 24.56], [-12.10, 5.24, 22.50], [-10.46, 5.74, 22.92], [-10.56, 6.22, 20.64], [-9.78, 7.87, 22.20], [-11.14, 8.73, 21.73], [-9.39, 9.20, 20.16], [-10.56, 8.28, 19.33], [-9.05, 7.62, 17.78], [-7.71, 6.45, 18.25], [-7.54, 8.19, 18.61], [-16.98, 2.90, 20.49], [-18.41, 3.08, 20.57], [-19.03, 2.17, 21.54], [-20.54, 2.24, 21.46], [-21.08, 3.49, 21.88], [-21.22, 3.74, 23.34], [-21.17, 5.25, 23.61], [-19.88, 5.71, 23.19], [-19.77, 7.13, 23.00], [-16.57, 2.66, 21.47], [-16.47, 3.82, 20.20], [-16.83, 2.14, 19.73], [-18.67, 2.52, 22.51], [-18.69, 1.16, 21.30], [-20.96, 1.49, 22.12], [-20.81, 1.87, 20.47], [-20.46, 4.26, 21.69], [-20.35, 3.17, 23.66], [-22.11, 3.30, 23.78], [-21.39, 5.40, 24.67], [-21.97, 5.72, 23.03], [-20.02, 7.54, 23.97], [-20.42, 7.36, 22.15], [-18.76, 7.46, 22.74], [-10.55, 13.45, 23.67], [-11.33, 12.73, 22.73], [-12.07, 11.62, 23.25], [-13.24, 11.90, 24.23], [-13.99, 13.01, 23.62], [-15.04, 12.45, 22.78], [-15.89, 13.58, 22.18], [-15.07, 14.40, 21.34], [-15.80, 15.19, 20.46], [-9.82, 12.84, 24.19], [-11.19, 13.99, 24.36], [-9.87, 14.18, 23.22], [-11.35, 10.92, 23.68], [-12.43, 11.04, 22.40], [-12.66, 12.26, 25.08], [-13.92, 11.14, 24.60], [-13.36, 13.50, 23.00], [-15.66, 11.71, 23.30], [-14.52, 11.99, 21.95], [-16.30, 14.10, 23.05], [-16.71, 13.08, 21.67], [-15.21, 15.74, 19.74], [-16.30, 15.87, 21.15], [-16.57, 14.65, 19.91], [-13.81, 12.84, 18.86], [-12.32, 12.58, 18.32], [-11.31, 13.16, 19.16], [-13.86, 12.67, 19.94], [-14.58, 12.27, 18.35], [-14.03, 13.90, 18.87], [-12.17, 12.84, 17.28], [-12.06, 11.52, 18.23], [-11.62, 12.99, 20.06], [-9.81, 10.51, 16.78], [-9.17, 9.83, 15.57], [-7.74, 9.84, 15.69], [-9.67, 11.59, 16.76], [-9.27, 10.13, 17.64], [-10.89, 10.35, 16.86], [-9.52, 10.42, 14.72], [-9.54, 8.81, 15.45], [-7.35, 9.46, 14.90], [-15.32, 8.45, 24.86], [-16.67, 8.84, 24.28], [-16.39, 9.30, 22.98], [-14.50, 9.14, 24.73], [-15.03, 7.55, 24.33], [-15.40, 8.11, 25.90], [-17.18, 9.57, 24.92], [-17.36, 7.99, 24.29], [-16.27, 8.61, 22.32]], "orbital_gap_ev": 8.559, "e_above_lowest_kj_mol": 0.0, "multiplicity": 1, "lumo_energy_ha": 0.0172, "smiles": "COC[C@H](C)N.COC[C@H](C)N.COC[C@H](C)N.COC[C@H](C)N.COCCNCCOC.COCCNCCOC.COCCNCCOC.COCCNCCOC.CCO.CCO.CCO", "e_tot_ev": -92301.7694}


{"formula": "C23H41ClP2Rh", "method": "the ωB97M-V functional and the def2-TZVPD basis", "species": ["Rh", "C", "C", "C", "C", "C", "C", "H", "H", "H", "C", "H", "H", "H", "C", "H", "H", "H", "C", "H", "H", "H", "C", "H", "H", "H", "C", "C", "C", "C", "C", "C", "C", "C", "H", "H", "H", "H", "H", "H", "H", "H", "H", "H", "H", "H", "P", "C", "C", "P", "C", "C", "C", "H", "H", "H", "H", "H", "H", "H", "H", "H", "H", "H", "H", "H", "H", "Cl"], "positions_angstrom": [[1.43, 0.09, 2.69], [3.45, -0.05, 2.60], [2.99, 1.25, 2.16], [2.17, 0.89, 4.36], [2.94, -0.30, 3.94], [2.23, 1.84, 3.24], [4.17, -1.04, 1.74], [3.99, -0.85, 0.68], [3.79, -2.05, 1.93], [5.25, -1.05, 1.91], [2.94, -1.65, 4.55], [3.40, -2.33, 3.85], [1.91, -1.96, 4.66], [3.46, -1.74, 5.51], [1.22, 0.91, 5.51], [1.70, 1.11, 6.46], [0.73, -0.07, 5.58], [0.45, 1.67, 5.33], [1.42, 3.09, 3.09], [1.88, 3.87, 3.69], [0.37, 2.97, 3.40], [1.42, 3.41, 2.04], [3.28, 1.85, 0.80], [4.01, 2.68, 0.89], [2.36, 2.23, 0.33], [3.73, 1.07, 0.17], [0.28, -2.69, -0.30], [1.41, -2.23, -0.87], [1.78, -0.91, -1.50], [0.70, 0.20, -1.67], [0.03, 0.80, -0.49], [-0.91, 0.31, 0.34], [-1.68, -0.96, 0.31], [-1.15, -2.25, -0.36], [2.16, -1.17, -2.50], [-0.04, -0.18, -2.43], [2.66, -0.44, -1.03], [-1.53, -2.29, -1.39], [0.41, -3.62, 0.26], [2.27, -2.91, -0.80], [-1.68, -3.08, 0.14], [-1.87, -1.25, 1.36], [-1.12, 0.89, 1.26], [-2.69, -0.73, -0.08], [1.19, 1.04, -2.19], [0.34, 1.83, -0.27], [-1.79, -0.87, -3.11], [-2.39, -2.56, -3.47], [-1.27, -0.26, -4.73], [-3.45, 1.67, -2.14], [-3.39, -0.05, -2.86], [-3.44, 2.60, -3.73], [-5.29, 1.60, -2.03], [-3.00, -2.90, -2.61], [-1.54, -3.24, -3.63], [-3.01, -2.47, -4.37], [-2.02, -0.61, -5.45], [-0.28, -0.67, -4.98], [-1.21, 0.84, -4.71], [-5.70, 1.37, -3.02], [-5.64, 2.58, -1.69], [-5.58, 0.83, -1.31], [-4.03, -0.68, -2.22], [-3.79, 0.00, -3.88], [-3.72, 3.63, -3.48], [-4.20, 2.18, -4.41], [-2.44, 2.58, -4.19], [-0.08, -1.75, 3.12]], "charge": 1, "orbital_gap_ev": [6.400, 5.006], "e_above_lowest_kj_mol": 117.4, "multiplicity": 5, "lumo_energy_ha": [-0.0803, -0.2305], "e_tot_ev": -58611.8935, "s_squared": 6.01}


{"formula": "C2H4OS2", "method": "the ωB97M-V functional and the def2-TZVPD basis", "species": ["C", "C", "O", "S", "S", "H", "H", "H", "H"], "positions_angstrom": [[-0.07, 0.38, -1.65], [-0.59, -0.56, -1.07], [0.90, 1.35, 0.89], [-0.92, -0.54, 1.93], [1.11, 0.13, 1.61], [0.25, 1.21, -2.13], [-1.12, 0.18, 0.79], [-1.01, -1.42, -0.87], [1.44, -0.73, 0.50]], "orbital_gap_ev": 9.445, "e_above_lowest_kj_mol": 385.9, "multiplicity": 1, "lumo_energy_ha": 0.0038, "e_tot_ev": -25852.4957}


{"formula": "C4H4O2S2", "method": "the ωB97M-V functional and the def2-TZVPD basis", "species": ["O", "C", "S", "C", "C", "C", "O", "S", "H", "H", "H", "H"], "positions_angstrom": [[-1.50, 1.41, -0.01], [-1.84, 0.14, 0.00], [-3.42, -0.30, 0.00], [-0.80, -0.93, 0.00], [0.55, -0.97, 0.00], [1.60, 0.05, 0.00], [1.15, 1.33, 0.00], [3.18, -0.30, 0.00], [-0.53, 1.54, -0.01], [-1.28, -1.90, 0.00], [0.99, -1.96, 0.00], [1.92, 1.90, 0.01]], "orbital_gap_ev": 7.279, "e_above_lowest_kj_mol": 54.6, "multiplicity": 1, "lumo_energy_ha": -0.0622, "smiles": "OC(=S)/C=C\\C(O)=S", "e_tot_ev": -29977.1625}


{"formula": "C5H5NO", "method": "the ωB97M-V functional and the def2-TZVPD basis", "species": ["N", "C", "C", "O", "C", "C", "C", "H", "H", "H", "H", "H"], "positions_angstrom": [[2.03, 0.51, -1.14], [1.80, 0.38, 0.04], [0.80, -0.62, 0.60], [-0.14, -0.41, 1.60], [-1.21, -0.37, 0.63], [-1.03, 0.78, -0.28], [-0.24, -0.49, -0.54], [1.36, -1.55, 0.73], [-2.12, -0.88, 0.92], [-1.85, 0.91, -0.99], [-0.57, 1.70, 0.07], [1.16, 0.02, -1.64]], "orbital_gap_ev": [8.232, 7.399], "e_above_lowest_kj_mol": 696.4, "multiplicity": 1, "lumo_energy_ha": [-0.0299, -0.0457], "e_tot_ev": -8796.2017}


{"formula": "C28H34F2N8", "method": "the ωB97M-V functional and the def2-TZVPD basis", "species": ["F", "C", "C", "C", "C", "C", "C", "H", "H", "H", "H", "H", "F", "C", "C", "C", "C", "C", "C", "H", "H", "H", "H", "H", "C", "C", "N", "H", "H", "H", "C", "C", "N", "H", "H", "H", "C", "C", "N", "H", "H", "H", "C", "C", "N", "H", "H", "H", "C", "C", "N", "H", "H", "H", "C", "C", "N", "H", "H", "H", "C", "C", "N", "H", "H", "H", "C", "C", "N", "H", "H", "H"], "positions_angstrom": [[7.10, 0.84, 5.10], [6.56, 1.77, 4.31], [5.21, 1.71, 3.98], [4.71, 2.71, 3.14], [5.54, 3.72, 2.64], [6.86, 3.78, 2.96], [7.37, 2.80, 3.82], [4.47, 1.05, 4.40], [3.68, 2.70, 2.82], [5.16, 4.34, 1.83], [7.58, 4.45, 2.51], [8.43, 2.63, 3.93], [1.06, 10.51, -0.18], [0.44, 9.35, -0.25], [-0.75, 9.08, 0.42], [-1.17, 7.77, 0.32], [-0.53, 6.76, -0.26], [0.62, 7.05, -0.97], [1.16, 8.34, -0.92], [-1.33, 9.84, 0.91], [-2.15, 7.57, 0.73], [-0.82, 5.74, -0.09], [1.08, 6.18, -1.40], [2.16, 8.55, -1.28], [0.50, -1.10, -1.08], [-0.97, -1.00, -1.38], [-2.13, -0.86, -1.57], [0.87, -1.77, -1.86], [0.71, -1.48, -0.07], [1.00, -0.14, -1.10], [0.15, 0.26, -7.32], [1.48, 0.72, -7.00], [2.56, 1.09, -6.77], [0.21, -0.47, -8.13], [-0.56, 1.04, -7.61], [-0.29, -0.30, -6.50], [0.19, -6.65, 6.30], [0.06, -6.38, 4.89], [-0.05, -6.18, 3.75], [0.03, -7.71, 6.47], [-0.44, -5.94, 6.84], [1.21, -6.40, 6.59], [-8.40, 2.27, -0.39], [-8.44, 2.20, 1.14], [-8.47, 2.24, 2.28], [-8.49, 1.27, -0.82], [-7.52, 2.80, -0.74], [-9.31, 2.79, -0.69], [-6.60, -2.09, -7.02], [-7.88, -1.76, -7.58], [-8.89, -1.45, -7.96], [-6.44, -3.08, -7.45], [-6.65, -2.05, -5.93], [-5.77, -1.47, -7.37], [6.09, -4.39, 2.42], [6.07, -5.00, 3.79], [6.01, -5.47, 4.81], [5.13, -3.90, 2.22], [6.25, -5.07, 1.58], [6.92, -3.69, 2.38], [-5.13, -2.48, 4.16], [-3.95, -1.53, 3.97], [-3.05, -0.78, 3.85], [-5.86, -1.82, 4.63], [-4.76, -3.29, 4.79], [-5.48, -2.88, 3.22], [1.39, -8.25, -3.36], [1.12, -7.20, -4.34], [0.89, -6.40, -5.09], [2.16, -7.89, -2.68], [1.67, -9.17, -3.88], [0.42, -8.46, -2.89]], "orbital_gap_ev": 9.361, "e_above_lowest_kj_mol": 264.4, "multiplicity": 1, "lumo_energy_ha": 0.0049, "smiles": "Fc1ccccc1.Fc1ccccc1.CC#N.CC#N.CC#N.CC#N.CC#N.CC#N.CC#N.CC#N", "e_tot_ev": -46938.3571}


{"formula": "C8H7IN2OS", "method": "the ωB97M-V functional and the def2-TZVPD basis", "species": ["C", "C", "C", "C", "C", "C", "C", "C", "N", "N", "O", "S", "I", "H", "H", "H", "H", "H", "H", "H"], "positions_angstrom": [[2.79, -1.53, -0.41], [3.10, -0.20, -0.13], [1.48, -1.95, -0.31], [2.08, 0.62, 0.31], [0.49, -1.08, 0.08], [0.75, 0.23, 0.30], [-1.09, -1.29, 0.05], [-3.89, 1.74, 0.84], [-0.59, 2.13, -0.90], [-1.65, -0.11, 0.06], [-1.67, -2.38, 0.16], [-0.65, 1.30, 0.39], [-3.87, -0.23, 0.47], [3.58, -2.19, -0.74], [4.15, 0.21, -0.15], [1.14, -2.98, -0.64], [2.42, 1.65, 0.48], [-4.25, 2.27, 0.00], [-4.32, 1.98, 1.73], [-0.01, 1.82, -1.59]], "orbital_gap_ev": [7.355, 6.858], "e_above_lowest_kj_mol": 331.9, "multiplicity": 1, "lumo_energy_ha": [-0.0530, -0.0517], "e_tot_ev": -32367.1426}